No. 1
C53H59Br3InN5O4S2 as an isolated structure, computed with the ωB97M-V functional and the def2-TZVPD basis.

Results
* net charge: -2
* E_HOMO: -0.52 eV
* energy above the lowest of the compared OMol25 structures with the same formula, charge and spin: 34.75 kcal per mole

Last column: Mulliken charge in e.
Geometry (Å):
In1 0.4015 -0.0952 -1.1133  0.367
Br1 1.2296 3.4486 -1.7389  0.021
C1 0.7231 3.4589 -3.6153  -0.667
Br2 0.6272 1.6516 -4.3600  0.095
H1 1.4831 4.0327 -4.1430  0.489
H2 -0.2555 3.9226 -3.6959  0.353
C2 2.8381 -4.7072 5.2054  -1.639
C3 1.9543 -3.9279 4.2718  1.226
C4 2.3984 -3.5662 3.0064  -0.802
C5 1.5552 -2.9241 2.1148  -0.315
C6 0.2621 -2.6223 2.4923  -0.247
C7 -0.1863 -2.9476 3.7595  -0.510
C8 0.6506 -3.6084 4.6408  -0.939
S1 -0.9012 -1.8399 1.3499  0.904
O1 -2.1720 -2.4753 1.6335  -0.604
O2 -0.8331 -0.4263 1.6425  -0.495
N1 -0.2859 -2.1493 -0.0771  0.147
C9 -1.0453 -2.6384 -1.0834  -0.111
C10 -1.9404 -3.7143 -0.9687  -0.689
C11 -2.6337 -4.1081 -2.0899  -0.539
C12 -2.4354 -3.4438 -3.2960  -1.139
C13 -1.5253 -2.4019 -3.3174  -0.260
N2 -0.8482 -2.0259 -2.2507  0.492
H3 3.8592 -4.7351 4.8325  0.335
H4 2.4718 -5.7323 5.2865  0.324
H5 2.8417 -4.2721 6.2041  0.364
H6 3.4129 -3.7890 2.7074  0.320
H7 1.8852 -2.6645 1.1201  0.553
H8 -1.2024 -2.6960 4.0272  0.500
H9 0.2881 -3.8841 5.6242  0.342
H10 -2.0837 -4.1756 -0.0051  0.572
H11 -3.3259 -4.9393 -2.0311  0.377
H12 -2.9830 -3.7271 -4.1841  0.389
H13 -1.3187 -1.8344 -4.2150  0.603
C14 -4.5786 1.7872 5.6671  -1.530
C15 -3.4719 2.6342 5.0511  0.059
C16 -4.0372 3.6680 4.0798  -0.345
C17 -2.9975 4.6782 3.5716  -1.102
N3 -2.0392 4.1074 2.6648  0.055
C18 -0.7358 3.7883 2.8745  -0.179
S2 0.2242 3.5857 1.5522  -0.238
N4 -0.2691 3.7182 4.1566  -0.010
C19 0.9300 2.9330 4.4183  -0.760
C20 2.2272 3.6781 4.0997  -0.227
C21 2.4841 4.8958 4.9846  -0.591
C22 2.9061 4.5347 6.4064  -1.200
H14 -4.1681 1.0641 6.3690  0.391
H15 -5.1073 1.2416 4.8910  0.362
H16 -5.2962 2.4152 6.1936  0.370
H17 -2.7835 1.9739 4.5242  0.129
H18 -2.9246 3.1417 5.8523  0.215
H19 -4.8441 4.2220 4.5694  0.338
H20 -4.4638 3.1488 3.2199  0.301
H21 -2.4614 5.1374 4.4088  0.399
H22 -3.5317 5.4781 3.0432  0.396
H23 -2.2975 4.0487 1.6913  0.213
H24 -0.9817 3.6441 4.8675  0.184
H25 0.8990 2.0281 3.8036  0.070
H26 0.9192 2.6390 5.4694  0.492
H27 2.1781 3.9915 3.0576  0.193
H28 3.0567 2.9745 4.1960  0.360
H29 1.5820 5.5120 5.0144  0.261
H30 3.2828 5.4873 4.5295  0.362
H31 2.1366 3.9500 6.9048  0.300
H32 3.0821 5.4372 6.9909  0.382
H33 3.8244 3.9497 6.3945  0.278
C23 -1.4348 1.0704 -1.3214  -0.589
C24 -2.3707 0.5878 -1.9822  0.518
C25 -3.5218 0.2414 -2.6660  -0.375
C26 -4.4749 -0.6350 -2.0504  0.298
C27 -4.1821 -1.2575 -0.8184  -0.041
C28 -5.0853 -2.0858 -0.1983  -0.592
C29 -6.3299 -2.3336 -0.7662  -0.621
C30 -6.6507 -1.7185 -1.9670  -0.656
C31 -5.7508 -0.8863 -2.5945  -0.632
C32 -3.6611 0.7646 -4.0079  0.105
C33 -4.1361 -0.0188 -5.0716  -0.211
C34 -4.2509 0.5019 -6.3414  -0.956
C35 -3.8841 1.8138 -6.6078  -0.504
C36 -3.3627 2.5867 -5.5790  -0.581
C37 -3.2527 2.0757 -4.3057  -0.376
H34 -3.2220 -1.0728 -0.3528  0.265
H35 -4.7986 -2.5561 0.7331  0.390
H36 -7.0402 -2.9844 -0.2731  0.364
H37 -7.6238 -1.8894 -2.4152  0.355
H38 -6.0433 -0.3971 -3.5131  0.542
H39 -4.3727 -1.0602 -4.8951  0.547
H40 -4.6199 -0.1205 -7.1499  0.355
H41 -3.9724 2.2179 -7.6096  0.357
H42 -3.0481 3.6038 -5.7793  0.364
H43 -2.8602 2.6836 -3.4999  0.461
C38 4.0149 1.0556 -2.4116  -0.455
N5 4.7955 -0.1095 -2.0562  0.183
C39 6.0495 0.2625 -1.4444  -0.992
C40 4.0248 -1.1023 -1.3003  -1.244
C41 3.5769 -0.6595 0.0692  1.517
C42 4.4293 -0.8324 1.1583  -0.221
C43 4.0656 -0.3936 2.4167  -1.566
C44 2.8616 0.2653 2.5822  -0.560
C45 2.0092 0.4333 1.5036  1.152
C46 2.3312 -0.0521 0.2439  -0.604
H44 4.5793 1.6479 -3.1364  0.473
H45 3.7722 1.6983 -1.5516  0.259
H46 3.0872 0.7291 -2.8739  -0.102
H47 6.6261 0.8566 -2.1592  0.331
H48 6.6190 -0.6390 -1.2130  0.319
H49 5.9399 0.8576 -0.5234  0.291
H50 4.6597 -1.9959 -1.2285  0.643
H51 3.1368 -1.3206 -1.8973  -0.307
H52 5.3768 -1.3459 1.0257  0.338
H53 4.7136 -0.5579 3.2696  0.318
H54 2.5724 0.6130 3.5676  0.669
H55 1.0574 0.9231 1.6502  0.099
Br3 5.5964 -5.0312 -7.3348  -0.273
C47 4.3278 -3.9359 -6.3959  0.122
C48 3.0076 -3.9397 -6.8034  -0.526
C49 2.1144 -3.1081 -6.1499  -0.535
C50 2.5307 -2.2976 -5.1008  -0.015
C51 3.8620 -2.3303 -4.7025  0.065
C52 4.7719 -3.1476 -5.3525  -0.724
C53 1.5511 -1.2879 -4.4793  0.003
O3 0.7991 -0.7402 -5.2949  -0.871
O4 1.6680 -1.0803 -3.2603  -0.202
H56 2.6862 -4.5704 -7.6220  0.401
H57 1.0818 -3.0734 -6.4643  0.414
H58 4.1936 -1.6958 -3.8959  0.610
H59 5.8114 -3.1635 -5.0539  0.454

---

No. 2
C53H60Cl3FGeMgN2OSi2 as an isolated structure, computed with the ωB97M-V functional and the def2-TZVPD basis.

Results
* net charge: -1
* 2S+1: 2
* E_HOMO (alpha / beta): -4.54 / -4.54 eV
* <S²>: 0.7537
* energy above the lowest of the compared OMol25 structures with the same formula, charge and spin: 0.00 kcal per mole

Last column: Mulliken charge in e.
Geometry (Å):
Mg1 -0.3951 1.1279 0.9488  2.916
C1 0.0931 2.4653 4.0557  0.174
C2 1.4650 3.1039 4.2067  0.088
C3 2.4748 2.1256 4.8078  -1.421
C4 1.9898 3.8250 2.9710  0.423
C5 2.3638 5.1495 3.1898  -0.429
C6 2.8944 5.9377 2.1892  -1.350
C7 3.0739 5.3751 0.9431  -0.452
C8 2.7271 4.0529 0.6687  0.479
C9 3.0989 3.5951 -0.7378  0.091
C10 2.0383 2.8101 -1.4863  0.135
C11 4.4547 2.8873 -0.7800  -1.472
C12 2.1447 3.2571 1.6841  -0.924
N1 1.7169 1.9237 1.4050  0.619
C13 2.6791 0.9823 1.4864  0.253
C14 4.0306 1.1096 1.8987  0.091
C15 4.8923 0.0242 1.9145  -0.743
C16 4.4917 -1.2524 1.5331  -1.181
C17 3.1696 -1.4286 1.1230  -0.572
C18 2.3542 -0.3343 1.1160  -0.984
F1 1.0380 -0.4814 0.6938  0.354
H1 -0.3262 2.2589 5.0435  0.758
H2 -0.5852 3.1171 3.5140  -0.592
H3 0.1456 1.5176 3.5252  -1.020
H4 1.3388 3.9031 4.9447  0.723
H5 2.6341 1.2662 4.1611  0.043
H6 2.1078 1.7543 5.7685  0.447
H7 3.4422 2.6058 4.9714  0.360
H8 2.2220 5.5665 4.1808  0.330
H9 3.1639 6.9698 2.3764  0.357
H10 3.4974 5.9732 0.1430  0.396
H11 3.2308 4.5277 -1.2970  0.739
H12 1.8638 1.8325 -1.0369  -0.687
H13 2.3417 2.6672 -2.5264  0.386
H14 1.0973 3.3536 -1.4879  -0.261
H15 4.4185 1.9153 -0.2911  0.089
H16 5.2236 3.4801 -0.2793  0.323
H17 4.7633 2.7337 -1.8183  0.433
H18 4.3847 2.0863 2.2049  0.494
H19 5.9142 0.1842 2.2398  0.388
H20 5.1775 -2.0875 1.5522  0.369
H21 2.7777 -2.3880 0.8073  0.477
C19 -2.2903 -2.1866 4.5594  -1.334
Si1 -1.1180 -1.4783 3.2537  0.172
C20 0.3626 -0.8923 4.2542  -0.715
C21 -0.4741 -2.9717 2.2824  -0.807
C22 -1.8691 -0.2380 2.0949  2.803
C23 -2.1744 -0.8925 0.7951  -2.904
C24 -3.0631 -1.9685 0.6052  -0.047
C25 -3.2916 -2.4747 -0.6549  -1.356
C26 -2.6364 -1.9116 -1.7473  -0.922
C27 -1.7680 -0.8724 -1.4988  -0.515
N2 -1.5318 -0.3872 -0.2784  1.247
Si2 -3.4057 0.6726 2.6168  0.332
C28 -3.1630 1.7686 4.1193  -1.136
C29 -4.0747 1.7184 1.2007  -0.861
C30 -4.8849 -0.4286 3.0796  -1.358
H22 -1.7408 -2.8747 5.2086  0.347
H23 -3.1227 -2.7361 4.1128  0.317
H24 -2.7126 -1.4009 5.1908  0.318
H25 0.7600 -1.7614 4.7879  0.570
H26 0.1065 -0.1335 4.9959  0.274
H27 1.1665 -0.4940 3.6322  -0.184
H28 0.2073 -3.5450 2.9172  0.650
H29 0.0836 -2.6548 1.3996  -0.197
H30 -1.2703 -3.6417 1.9506  0.327
H31 -3.5571 -2.3924 1.4690  0.715
H32 -3.9772 -3.3025 -0.7934  0.417
H33 -2.7805 -2.2771 -2.7544  0.501
H34 -1.2208 -0.4027 -2.3094  -0.369
H35 -2.6027 2.6673 3.8666  0.284
H36 -2.6337 1.2530 4.9247  0.236
H37 -4.1412 2.0722 4.5022  0.526
H38 -3.4728 2.6118 1.0374  -0.050
H39 -5.0996 2.0281 1.4257  0.477
H40 -4.0998 1.1574 0.2617  0.190
H41 -4.6923 -1.0760 3.9362  0.345
H42 -5.2256 -1.0505 2.2490  0.332
H43 -5.7169 0.2322 3.3436  0.440
Cl1 -2.0309 7.4943 -2.6711  -0.269
C31 -1.7428 6.1405 -1.6038  0.234
C32 -1.6045 4.8704 -2.1285  -0.897
C33 -1.3781 3.8186 -1.2619  0.263
Cl2 -1.2007 2.2170 -1.9176  0.035
C34 -1.2546 3.9468 0.1416  -1.711
O1 -1.0159 2.9680 0.9365  0.294
C35 -1.4269 5.2784 0.6000  0.767
Cl3 -1.3384 5.5723 2.3085  -0.228
C36 -1.6592 6.3497 -0.2387  -0.735
H44 -1.6701 4.6946 -3.1927  0.537
H45 -1.7713 7.3417 0.1750  0.465
C37 3.6781 -0.4853 -2.2930  -0.568
Ge1 1.7562 -0.7017 -2.6210  1.010
C38 1.1824 0.1094 -4.2980  0.459
C39 1.9124 1.1252 -4.9154  -0.140
C40 1.4610 1.7174 -6.0870  -0.755
C41 0.2668 1.3045 -6.6608  -0.553
C42 -0.4709 0.2927 -6.0606  -0.692
C43 -0.0150 -0.2961 -4.8910  -0.088
C44 1.3131 -2.6170 -2.5889  0.158
C45 0.6435 -3.0927 -1.4906  0.655
C46 0.3385 -4.4651 -1.3395  -1.133
C47 0.7118 -5.3542 -2.3013  -0.976
C48 1.4130 -4.9171 -3.4543  0.965
C49 1.8176 -5.8335 -4.4566  -0.888
C50 2.5051 -5.4117 -5.5573  -0.570
C51 2.8226 -4.0446 -5.7055  -1.014
C52 2.4413 -3.1393 -4.7566  -0.493
C53 1.7213 -3.5419 -3.6019  0.452
H46 4.1436 0.1510 -3.0465  0.527
H47 4.1311 -1.4775 -2.3279  0.465
H48 3.8636 -0.0578 -1.3104  -0.324
H49 2.8432 1.4686 -4.4792  0.178
H50 2.0407 2.5070 -6.5490  0.424
H51 -0.0889 1.7708 -7.5709  0.386
H52 -1.4032 -0.0368 -6.5023  0.408
H53 -0.5971 -1.0956 -4.4423  0.341
H54 0.3281 -2.4068 -0.7123  -0.171
H55 -0.1943 -4.7955 -0.4563  0.559
H56 0.4838 -6.4094 -2.2011  0.360
H57 1.5709 -6.8814 -4.3287  0.395
H58 2.8098 -6.1217 -6.3157  0.386
H59 3.3703 -3.7115 -6.5779  0.429
H60 2.6847 -2.0922 -4.8894  0.345

---

Number 1: electronic energy -308531.238 eV, largest force on an atom 2.0 eV Å⁻¹. Number 2: electronic energy -178970.972 eV, largest force on an atom 0.6 eV Å⁻¹.